1.
{
  "formula": "C27H21Cl5CrO6S2",
  "method": "ωB97M-V/def2-TZVPD",
  "homo_lumo_gap_ev": [7.48, 7.31],
  "spin_multiplicity": 2,
  "total_charge": -1,
  "e_above_lowest_ev": 0.0000,
  "species": ["Cr", "O", "S", "O", "O", "O", "Cl", "C", "C", "Cl", "C", "Cl", "C", "O", "C", "Cl", "C", "Cl", "C", "C", "C", "C", "C", "C", "C", "H", "H", "H", "H", "H", "H", "H", "O", "S", "C", "C", "C", "C", "C", "C", "C", "C", "C", "C", "C", "C", "C", "C", "H", "H", "H", "H", "H", "H", "H", "H", "H", "H", "H", "H", "H", "H"],
  "positions_angstrom": [[1.64, -0.87, 1.55], [-0.47, 1.34, 3.68], [0.89, 0.94, 3.41], [1.88, 1.43, 4.33], [1.26, 1.21, 1.96], [0.96, -0.63, 3.33], [6.74, 3.19, -0.98], [5.42, 2.10, -0.75], [5.25, 1.45, 0.47], [6.35, 1.72, 1.77], [4.18, 0.59, 0.64], [3.93, -0.23, 2.16], [3.26, 0.31, -0.38], [2.27, -0.52, -0.22], [3.45, 0.98, -1.60], [2.30, 0.69, -2.86], [4.51, 1.86, -1.77], [4.70, 2.67, -3.29], [2.04, -2.86, 1.49], [1.36, -3.59, 0.40], [0.03, -4.01, 0.52], [-0.63, -4.64, -0.53], [0.02, -4.86, -1.74], [1.34, -4.44, -1.88], [1.99, -3.83, -0.82], [3.13, -2.99, 1.44], [1.68, -3.18, 2.48], [-0.50, -3.83, 1.45], [-1.65, -4.96, -0.40], [-0.49, -5.35, -2.56], [1.86, -4.59, -2.81], [3.02, -3.49, -0.94], [-0.32, -0.83, 0.77], [-0.49, 0.42, -0.11], [-1.44, -0.19, -1.50], [-2.80, -0.74, -1.18], [-3.94, -0.01, -1.52], [-5.20, -0.49, -1.20], [-5.34, -1.69, -0.52], [-4.20, -2.42, -0.17], [-2.94, -1.95, -0.50], [-1.64, 1.45, 0.79], [-1.46, 2.92, 0.51], [-0.94, 3.41, -0.68], [-0.83, 4.77, -0.89], [-1.23, 5.67, 0.08], [-1.75, 5.18, 1.28], [-1.86, 3.82, 1.49], [-0.78, -0.94, -1.93], [-1.51, 0.64, -2.21], [-3.83, 0.93, -2.04], [-6.08, 0.09, -1.47], [-6.32, -2.06, -0.26], [-4.30, -3.35, 0.36], [-2.06, -2.50, -0.22], [-1.38, 1.23, 1.83], [-2.66, 1.12, 0.61], [-0.59, 2.73, -1.46], [-0.40, 5.13, -1.82], [-1.14, 6.73, -0.08], [-2.05, 5.87, 2.06], [-2.22, 3.45, 2.44]],
  "nbo_charge": [1.11, -1.01, 2.58, -0.98, -1.04, -0.94, 0.03, -0.12, -0.06, 0.05, -0.13, 0.19, 0.41, -0.68, -0.13, 0.03, -0.06, 0.03, -0.74, -0.01, -0.18, -0.24, -0.26, -0.21, -0.22, 0.20, 0.23, 0.20, 0.20, 0.20, 0.20, 0.20, -0.94, 1.30, -0.65, 0.05, -0.23, -0.22, -0.22, -0.20, -0.23, -0.69, 0.08, -0.24, -0.21, -0.23, -0.21, -0.21, 0.26, 0.23, 0.21, 0.21, 0.21, 0.21, 0.25, 0.33, 0.24, 0.20, 0.21, 0.21, 0.21, 0.23]
}

***

2.
{
  "formula": "C27H21ClMgN6OS",
  "method": "ωB97M-V/def2-TZVPD",
  "homo_lumo_gap_ev": [5.04, 4.21],
  "total_charge": -2,
  "e_above_lowest_ev": 3.5733,
  "species": ["Mg", "C", "C", "C", "C", "C", "C", "N", "C", "C", "C", "C", "C", "C", "N", "N", "C", "C", "C", "C", "C", "N", "H", "H", "H", "H", "H", "H", "H", "H", "H", "H", "H", "H", "H", "S", "C", "C", "C", "C", "C", "N", "H", "H", "H", "H", "Cl", "C", "C", "C", "C", "N", "C", "H", "H", "H", "H", "O"],
  "positions_angstrom": [[0.04, 0.11, -0.09], [0.18, 0.63, 5.76], [-0.13, -0.70, 5.52], [-0.54, -1.10, 4.26], [-0.68, -0.19, 3.19], [-0.36, 1.15, 3.47], [0.07, 1.55, 4.73], [-1.04, -0.73, 1.92], [-2.35, -0.63, 1.59], [-3.44, -0.37, 2.46], [-4.75, -0.35, 1.99], [-5.04, -0.58, 0.65], [-3.99, -0.84, -0.24], [-2.69, -0.87, 0.20], [-1.57, -1.08, -0.64], [-1.52, -2.29, -1.20], [-0.22, -2.56, -1.56], [0.05, -3.42, -2.65], [1.36, -3.68, -2.97], [2.38, -3.10, -2.22], [2.02, -2.28, -1.16], [0.77, -2.00, -0.82], [0.52, 0.95, 6.75], [-0.04, -1.44, 6.31], [-0.77, -2.14, 4.06], [-0.47, 1.83, 2.62], [0.32, 2.59, 4.91], [-3.25, -0.19, 3.51], [-5.56, -0.14, 2.69], [-6.07, -0.56, 0.30], [-4.19, -1.02, -1.29], [-0.77, -3.86, -3.20], [1.59, -4.34, -3.81], [3.42, -3.29, -2.44], [2.77, -1.80, -0.53], [1.60, 0.95, -1.84], [0.03, 1.69, -2.22], [-0.15, 2.56, -3.32], [-1.39, 3.10, -3.55], [-2.45, 2.78, -2.70], [-2.22, 1.93, -1.64], [-1.01, 1.40, -1.42], [0.69, 2.79, -3.97], [-1.54, 3.77, -4.39], [-3.44, 3.19, -2.86], [-3.02, 1.65, -0.96], [-2.99, 4.46, 2.16], [-1.43, 3.75, 1.90], [-0.29, 4.38, 2.40], [0.94, 3.80, 2.16], [1.01, 2.61, 1.44], [-0.09, 2.02, 1.00], [-1.29, 2.58, 1.19], [-0.38, 5.30, 2.95], [1.85, 4.27, 2.53], [1.96, 2.13, 1.22], [-2.15, 2.08, 0.78], [1.67, 0.00, 1.01]],
  "nbo_charge": [1.73, -0.30, -0.23, -0.24, 0.22, -0.29, -0.16, -0.71, 0.13, -0.31, -0.24, -0.34, -0.26, 0.15, -0.48, -0.36, 0.32, -0.29, -0.19, -0.36, 0.08, -0.52, 0.18, 0.18, 0.21, 0.23, 0.18, 0.20, 0.18, 0.18, 0.20, 0.20, 0.18, 0.19, 0.22, -0.47, 0.11, -0.29, -0.19, -0.32, 0.05, -0.61, 0.21, 0.19, 0.20, 0.21, -0.02, -0.08, -0.20, -0.26, 0.10, -0.50, 0.02, 0.21, 0.21, 0.27, 0.24, -0.93]
}

***

3.
{
  "formula": "C27H21F10N5O4SSn",
  "method": "ωB97M-V/def2-TZVPD",
  "homo_lumo_gap_ev": [4.55, 5.76],
  "total_charge": -2,
  "e_above_lowest_ev": 2.6143,
  "species": ["Sn", "O", "C", "O", "C", "C", "C", "C", "C", "N", "C", "O", "O", "H", "H", "H", "H", "H", "F", "C", "C", "F", "C", "F", "C", "S", "C", "F", "C", "F", "N", "C", "N", "N", "C", "N", "H", "H", "H", "H", "F", "C", "F", "C", "F", "F", "F", "C", "C", "C", "C", "C", "C", "C", "C", "C", "C", "H", "H", "H", "H", "H", "H", "H", "H", "H", "H", "H", "H"],
  "positions_angstrom": [[0.27, 0.05, -0.08], [1.30, 3.81, 2.33], [0.71, 2.58, 2.10], [1.26, 1.83, 1.26], [-0.45, 2.32, 2.85], [-0.93, 3.22, 3.86], [-2.00, 2.86, 4.62], [-2.64, 1.62, 4.37], [-2.14, 0.82, 3.33], [-1.09, 1.13, 2.61], [-2.81, -0.48, 2.94], [-4.04, -0.68, 3.50], [-2.36, -1.31, 2.21], [2.12, 3.75, 1.81], [-0.42, 4.16, 4.01], [-2.36, 3.50, 5.41], [-3.45, 1.31, 5.02], [-4.28, 0.12, 3.99], [-2.74, -5.00, -5.75], [-1.77, -4.37, -5.05], [-1.98, -3.13, -4.49], [-3.17, -2.51, -4.68], [-0.99, -2.51, -3.76], [-1.28, -1.30, -3.26], [0.29, -3.05, -3.54], [1.52, -2.25, -2.65], [0.46, -4.31, -4.16], [1.65, -4.94, -4.07], [-0.52, -4.96, -4.87], [-0.29, -6.17, -5.42], [-3.33, 2.89, -4.84], [-2.98, 2.38, -3.60], [-2.59, 1.10, -3.56], [-3.06, 3.18, -2.57], [-2.80, 2.60, -1.40], [-2.55, 2.07, -0.40], [-2.82, 2.51, -5.62], [-3.39, 3.89, -4.83], [-2.75, 0.48, -4.33], [-2.43, 0.66, -2.66], [1.84, -2.47, 0.78], [1.61, -1.23, 1.35], [0.86, -1.49, 2.48], [2.98, -0.81, 1.90], [3.60, -1.82, 2.58], [2.90, 0.21, 2.76], [3.82, -0.46, 0.91], [0.47, 2.72, -2.44], [1.81, 1.97, -2.44], [1.88, 1.16, -3.76], [1.87, 1.05, -1.25], [2.99, 2.94, -2.40], [2.85, 4.31, -2.20], [3.95, 5.16, -2.17], [5.23, 4.65, -2.35], [5.39, 3.28, -2.54], [4.29, 2.45, -2.56], [-0.32, 1.98, -2.54], [0.39, 3.43, -3.27], [0.30, 3.24, -1.50], [0.98, 0.56, -3.86], [2.71, 0.46, -3.76], [1.97, 1.83, -4.62], [2.87, 0.90, -0.86], [1.86, 4.73, -2.06], [3.80, 6.22, -2.01], [6.09, 5.31, -2.34], [6.38, 2.87, -2.67], [4.44, 1.38, -2.68]],
  "nbo_charge": [1.09, -0.72, 0.69, -0.73, -0.06, -0.22, -0.23, -0.38, 0.08, -0.38, 0.76, -0.70, -0.52, 0.49, 0.21, 0.19, 0.17, 0.48, -0.32, 0.19, 0.29, -0.33, 0.27, -0.33, -0.25, -0.36, 0.29, -0.31, 0.25, -0.32, -0.81, 0.64, -0.80, -0.65, 0.39, -0.39, 0.38, 0.40, 0.41, 0.45, -0.37, 0.22, -0.37, 0.90, -0.35, -0.32, -0.33, -0.61, -0.20, -0.59, -0.62, 0.03, -0.23, -0.22, -0.25, -0.24, -0.15, 0.22, 0.19, 0.22, 0.23, 0.22, 0.18, 0.15, 0.21, 0.19, 0.19, 0.20, 0.21]
}

***

4.
{
  "formula": "C27H21F13N5O5S",
  "method": "ωB97M-V/def2-TZVPD",
  "homo_lumo_gap_ev": 7.34,
  "total_charge": 1,
  "species": ["O", "N", "O", "N", "N", "C", "C", "C", "C", "O", "N", "C", "N", "S", "C", "C", "C", "F", "F", "C", "F", "F", "C", "F", "F", "C", "F", "F", "C", "F", "F", "C", "F", "F", "F", "H", "H", "H", "H", "H", "H", "H", "H", "H", "H", "H", "H", "H", "C", "C", "C", "C", "C", "C", "C", "O", "C", "C", "C", "C", "C", "C", "C", "O", "H", "H", "H", "H", "H", "H", "H", "H"],
  "positions_angstrom": [[-3.68, -1.33, -0.70], [-2.79, -2.00, -0.62], [-2.04, -1.82, 0.87], [-1.31, -0.73, 0.79], [-0.10, -0.78, 0.11], [0.42, 0.45, 0.14], [1.72, 0.79, -0.48], [1.96, 2.30, -0.65], [3.32, 2.80, -0.16], [3.29, 3.32, 1.16], [-0.37, 1.28, 0.80], [-1.44, 0.56, 1.20], [-2.44, 1.08, 1.90], [-3.83, 0.23, 2.43], [-2.40, 2.52, 2.25], [-2.33, 2.79, 3.74], [-1.06, 2.41, 4.50], [-1.43, 1.94, 5.71], [-0.38, 1.40, 3.87], [-0.01, 3.53, 4.82], [0.72, 3.12, 5.86], [-0.70, 4.63, 5.21], [1.00, 3.91, 3.67], [0.54, 3.47, 2.48], [2.16, 3.29, 3.91], [1.32, 5.43, 3.52], [2.42, 5.51, 2.75], [1.61, 5.91, 4.73], [0.20, 6.31, 2.84], [-0.99, 5.64, 2.83], [0.04, 7.43, 3.56], [0.48, 6.73, 1.37], [0.80, 5.67, 0.62], [-0.62, 7.28, 0.87], [1.47, 7.62, 1.31], [0.22, -1.65, -0.31], [1.76, 0.28, -1.45], [2.51, 0.33, 0.13], [1.20, 2.86, -0.10], [1.85, 2.56, -1.71], [4.07, 2.00, -0.24], [3.66, 3.63, -0.79], [3.24, 2.60, 1.80], [-3.17, -0.78, 3.00], [-3.33, 2.97, 1.87], [-1.58, 2.97, 1.69], [-2.55, 3.85, 3.91], [-3.14, 2.24, 4.23], [-3.53, -5.73, -2.53], [-3.44, -6.77, -3.46], [-2.25, -6.98, -4.15], [-1.16, -6.16, -3.92], [-1.25, -5.12, -3.00], [-2.44, -4.92, -2.31], [-0.12, -4.19, -2.74], [-0.22, -3.28, -1.92], [1.13, -4.41, -3.51], [2.21, -3.54, -3.32], [3.38, -3.73, -4.03], [3.50, -4.79, -4.91], [2.44, -5.66, -5.10], [1.25, -5.47, -4.41], [0.12, -6.41, -4.66], [0.22, -7.34, -5.42], [-4.46, -5.57, -1.99], [-4.29, -7.41, -3.65], [-2.16, -7.78, -4.87], [-2.48, -4.11, -1.60], [2.10, -2.72, -2.63], [4.21, -3.05, -3.88], [4.42, -4.94, -5.46], [2.51, -6.49, -5.79]],
  "lowdin_charge": [0.21, 0.16, -0.07, -0.09, 0.21, -0.25, -0.09, -0.15, -0.24, -0.07, 0.22, -0.32, -0.38, 0.92, -0.17, -0.06, -0.40, 0.13, 0.11, -0.34, 0.17, 0.14, -0.33, 0.12, 0.17, -0.34, 0.16, 0.18, -0.32, 0.13, 0.19, -0.55, 0.17, 0.19, 0.20, 0.16, 0.13, 0.14, 0.10, 0.12, 0.12, 0.12, 0.08, -0.09, 0.13, 0.10, 0.13, 0.11, -0.05, -0.04, 0.01, -0.08, -0.08, -0.02, -0.26, 0.04, -0.09, -0.01, -0.05, -0.04, 0.01, -0.07, -0.27, 0.13, 0.11, 0.11, 0.13, 0.07, 0.10, 0.11, 0.11, 0.13]
}

***

| no. | electronic energy (Eh) |
| --- | --- |
| 1 | -5634.84529 |
| 2 | -2503.69637 |
| 3 | -3227.37463 |
| 4 | -3387.55080 |